Entry 1:
{
  "formula": "C27H38BBrNO4ScSe4",
  "method": "ωB97M-V/def2-TZVPD",
  "species": ["Sc", "C", "C", "C", "C", "C", "C", "C", "Br", "C", "O", "C", "C", "C", "C", "C", "C", "H", "H", "H", "H", "H", "H", "H", "H", "H", "H", "H", "H", "H", "H", "H", "H", "H", "H", "H", "H", "N", "C", "O", "C", "C", "H", "H", "H", "H", "H", "H", "Se", "Se", "Se", "Se", "C", "C", "C", "C", "C", "C", "C", "C", "O", "B", "O", "C", "C", "H", "H", "H", "H", "H", "H", "H", "H", "H", "H", "H", "H"],
  "coordinates": [[1.24869, -1.66714, 1.80702], [-4.41503, -0.00017, -4.02674], [-4.78849, -0.90387, -2.84297], [-5.83761, -0.18795, -1.97874], [-5.42729, -2.17389, -3.40216], [-3.54453, -1.19058, -2.00804], [-2.85019, -0.13739, -1.43099], [-1.74081, -0.36919, -0.65294], [-0.85733, 1.12684, 0.10201], [-1.23291, -1.66793, -0.37337], [-0.22413, -1.82590, 0.42472], [-1.90567, -2.74207, -1.02883], [-3.04222, -2.46288, -1.78610], [-1.51754, -4.21705, -0.85604], [-2.33779, -4.79984, 0.30270], [-0.03648, -4.45106, -0.55797], [-1.82700, -5.01697, -2.13560], [-5.29829, 0.23021, -4.62921], [-3.67707, -0.48790, -4.66440], [-3.98395, 0.93888, -3.68372], [-6.73000, 0.04449, -2.56695], [-5.44452, 0.74416, -1.57633], [-6.13121, -0.81350, -1.13510], [-6.30992, -1.91056, -3.98998], [-5.74192, -2.84831, -2.60516], [-4.73869, -2.71498, -4.05179], [-3.16709, 0.88679, -1.57413], [-3.56609, -3.29932, -2.21924], [-2.11376, -4.26483, 1.22625], [-2.08994, -5.85397, 0.45423], [-3.41003, -4.71821, 0.10680], [0.24297, -4.14694, 0.44389], [0.60856, -3.91634, -1.25959], [0.17123, -5.52063, -0.64866], [-2.88921, -5.07370, -2.37463], [-1.47227, -6.04165, -2.00737], [-1.30723, -4.58400, -2.99120], [-1.57635, -0.95804, 5.02252], [-0.67828, -1.47576, 4.13640], [-0.36619, -0.81387, 3.14746], [-0.10531, -2.83228, 4.42173], [0.53230, -3.42331, 3.17705], [-1.74724, 0.03208, 4.95271], [-1.64086, -1.38732, 5.92937], [-0.87981, -3.42974, 4.93945], [0.68498, -2.62379, 5.15648], [-0.21815, -4.00055, 2.60604], [1.34133, -4.10903, 3.45196], [3.05795, -3.34952, 0.55374], [4.93854, -2.76520, 1.82869], [4.19023, -2.88232, 4.04285], [2.89092, -0.94229, 4.17577], [4.73263, 6.46545, 1.52068], [4.10799, 6.15897, 0.15276], [5.01819, 6.75413, -0.92387], [2.74672, 6.85937, 0.05368], [3.92099, 4.64631, -0.00112], [4.52863, 3.91690, -1.01531], [4.35111, 2.53439, -1.15232], [3.54602, 1.89789, -0.23912], [3.20520, 0.59475, -0.14302], [2.33130, 0.43747, 0.99045], [2.20051, 1.77202, 1.54388], [2.92943, 2.61510, 0.78750], [3.10159, 3.97476, 0.92418], [4.85859, 7.54366, 1.65069], [5.70851, 5.98818, 1.61141], [4.10932, 6.09546, 2.33249], [5.11408, 7.83148, -0.76958], [4.61315, 6.59204, -1.92284], [6.01662, 6.31883, -0.88695], [2.86263, 7.93991, 0.17222], [2.06306, 6.50467, 0.82259], [2.28507, 6.66373, -0.91453], [5.16360, 4.41610, -1.73360], [4.83435, 1.98173, -1.94793], [2.61138, 4.49502, 1.73577]],
  "nbo_charge": [1.556, -0.595, -0.083, -0.595, -0.602, -0.006, -0.258, -0.158, 0.093, 0.416, -0.866, -0.103, -0.239, -0.059, -0.598, -0.594, -0.597, 0.185, 0.210, 0.210, 0.185, 0.210, 0.209, 0.194, 0.208, 0.209, 0.202, 0.193, 0.228, 0.193, 0.189, 0.250, 0.221, 0.186, 0.185, 0.198, 0.209, -0.824, 0.734, -0.668, -0.527, -1.015, 0.393, 0.382, 0.168, 0.261, 0.171, 0.217, -0.579, -0.090, -0.114, -0.606, -0.595, -0.069, -0.602, -0.595, -0.045, -0.249, -0.265, 0.241, -0.675, 0.409, -0.700, 0.325, -0.301, 0.185, 0.211, 0.212, 0.193, 0.207, 0.208, 0.185, 0.211, 0.210, 0.192, 0.211, 0.202],
  "charge": -2,
  "e_above_lowest_kcal_mol": 20.5,
  "max_force_ev_per_a": 0.23,
  "lumo_ev": 3.91
}

Entry 2:
{
  "formula": "C19H39Cl36NO2",
  "method": "ωB97M-V/def2-TZVPD",
  "species": ["C", "N", "O", "O", "H", "H", "H", "C", "Cl", "Cl", "H", "H", "C", "Cl", "Cl", "H", "H", "C", "Cl", "Cl", "H", "H", "C", "Cl", "Cl", "H", "H", "C", "Cl", "Cl", "H", "H", "C", "Cl", "Cl", "H", "H", "C", "Cl", "Cl", "H", "H", "C", "Cl", "Cl", "H", "H", "C", "Cl", "Cl", "H", "H", "C", "Cl", "Cl", "H", "H", "C", "Cl", "Cl", "H", "H", "C", "Cl", "Cl", "H", "H", "C", "Cl", "Cl", "H", "H", "C", "Cl", "Cl", "H", "H", "C", "Cl", "Cl", "H", "H", "C", "Cl", "Cl", "H", "H", "C", "Cl", "Cl", "H", "H", "C", "Cl", "Cl", "H", "H"],
  "coordinates": [[-0.54415, -1.68041, 4.43615], [-1.71662, -2.59487, 4.21618], [-2.16511, -2.66291, 3.06346], [-2.02253, -3.34379, 5.14153], [0.07185, -1.78961, 3.54356], [-0.03815, -1.97023, 5.35705], [-0.88155, -0.64831, 4.53125], [4.91667, 1.74583, 3.36171], [6.01366, 1.60996, 1.97391], [5.07321, 3.35835, 4.13949], [3.88340, 1.57711, 3.05842], [5.20723, 1.02893, 4.12964], [-3.64864, 2.97191, 2.06204], [-3.71447, 3.70492, 3.67958], [-2.40166, 1.62038, 2.02063], [-4.64601, 2.59225, 1.84019], [-3.42011, 3.75814, 1.34251], [-0.17901, -2.46317, -5.03539], [-1.00685, -0.93233, -5.03260], [1.09703, -2.45068, -6.20255], [0.27841, -2.61955, -4.05845], [-0.92764, -3.21072, -5.29776], [-0.38095, -0.05257, -0.06919], [0.54491, -0.62021, 1.37369], [-1.93942, -0.80882, -0.42719], [-0.51627, 1.02634, 0.00671], [0.24710, -0.16600, -0.95281], [4.08319, -2.42258, -2.85903], [5.01948, -2.20354, -4.39041], [2.83039, -3.68411, -3.00503], [4.82315, -2.77916, -2.14251], [3.67141, -1.47131, -2.52193], [-3.14686, -3.18331, -2.73789], [-3.48509, -4.13081, -4.26545], [-1.59848, -3.65944, -2.06103], [-3.26004, -2.09954, -2.76486], [-3.91875, -3.37630, -1.99288], [0.25750, 2.75782, 3.98654], [1.48127, 3.23256, 5.17082], [-0.41557, 4.17695, 3.19975], [0.78767, 2.10156, 3.29637], [-0.59990, 2.23732, 4.41321], [4.04935, 2.54404, -1.20454], [4.54820, 0.91256, -1.75555], [2.37659, 2.46602, -0.56237], [4.75207, 2.94810, -0.47583], [4.02616, 3.17430, -2.09355], [-4.40960, -4.54283, 2.01574], [-4.47227, -3.38745, 0.71090], [-5.90858, -5.48558, 2.33998], [-3.66159, -5.31631, 1.84164], [-4.18834, -4.07360, 2.97437], [-5.31303, -0.49694, 3.59986], [-4.06015, 0.00580, 4.73819], [-6.76563, -1.18208, 4.42536], [-5.59601, 0.41424, 3.07282], [-4.91769, -1.22320, 2.88968], [4.17119, -1.84779, 6.23331], [3.13810, -0.54569, 6.83414], [4.09402, -1.73858, 4.43137], [5.20698, -1.75371, 6.55947], [3.76080, -2.76877, 6.64740], [-5.17515, -0.84676, -6.16459], [-6.15755, -2.14491, -6.77190], [-4.95322, -0.84552, -4.38921], [-4.20646, -1.02842, -6.63013], [-5.61644, 0.10797, -6.45070], [0.02778, -4.45728, 0.75958], [1.73395, -4.05112, 1.24815], [-0.53716, -5.91124, 1.61608], [-0.58995, -3.60816, 1.05199], [0.00367, -4.72249, -0.29739], [0.96622, 5.16099, -3.49645], [2.54616, 5.75551, -2.79293], [-0.10393, 6.42997, -4.07988], [1.27432, 4.63906, -4.40241], [0.46854, 4.52593, -2.76358], [5.51609, -1.63875, 1.06182], [6.50769, -1.33223, -0.37587], [3.97729, -0.85266, 0.90671], [5.37707, -2.69987, 1.26870], [6.00326, -1.15948, 1.91097], [0.38188, 6.09655, 0.24456], [0.20631, 7.48780, -0.90677], [-0.75886, 4.83229, -0.12807], [1.40416, 5.71975, 0.21205], [0.15342, 6.54792, 1.21005], [-3.65970, 1.89568, -2.74249], [-4.32554, 2.95982, -1.49173], [-1.87655, 2.11005, -2.65270], [-3.90270, 0.86216, -2.49576], [-4.09065, 2.21594, -3.69108], [3.06377, 1.53133, -5.08232], [1.60005, 1.10471, -4.10940], [3.34578, 0.55203, -6.55118], [2.90798, 2.58137, -5.32978], [3.94432, 1.60352, -4.44395]],
  "lowdin_charge": [0.028, -0.401, -0.012, 0.070, 0.021, 0.096, 0.079, -0.998, 0.538, 0.482, 0.016, -0.002, -0.945, 0.496, 0.481, 0.017, -0.006, -1.107, 0.499, 0.535, -0.032, -0.005, -1.001, 0.530, 0.522, -0.029, 0.021, -1.001, 0.477, 0.514, -0.020, -0.030, -1.018, 0.496, 0.557, -0.041, -0.021, -1.041, 0.511, 0.507, 0.007, 0.009, -0.931, 0.494, 0.484, 0.017, -0.007, -1.027, 0.564, 0.492, 0.007, 0.003, -0.987, 0.505, 0.492, 0.013, 0.001, -0.965, 0.495, 0.483, 0.034, 0.031, -1.009, 0.545, 0.546, 0.019, 0.033, -0.994, 0.445, 0.516, -0.012, -0.031, -0.985, 0.464, 0.513, 0.003, -0.017, -1.041, 0.523, 0.465, 0.039, -0.021, -0.997, 0.468, 0.504, 0.017, 0.012, -0.986, 0.520, 0.476, -0.028, 0.029, -0.983, 0.455, 0.507, 0.012, -0.007],
  "max_force_ev_per_a": 1.82,
  "lumo_ev": -0.23
}

Entry 3:
{
  "formula": "C20H26N4O2",
  "method": "ωB97M-V/def2-TZVPD",
  "species": ["C", "C", "C", "C", "C", "N", "C", "C", "O", "C", "C", "C", "C", "O", "N", "C", "C", "C", "C", "C", "C", "C", "C", "C", "N", "N", "H", "H", "H", "H", "H", "H", "H", "H", "H", "H", "H", "H", "H", "H", "H", "H", "H", "H", "H", "H", "H", "H", "H", "H", "H", "H"],
  "coordinates": [[-4.90242, -2.00068, -1.38946], [-4.36727, -0.93938, -0.49955], [-3.10917, -0.71885, 0.01266], [-3.22951, 0.44100, 0.80103], [-2.14027, 1.12902, 1.55194], [-1.24937, 1.83246, 0.63752], [-1.81595, 2.97129, -0.04664], [-0.06209, 1.25298, 0.33896], [0.30177, 0.22399, 0.87546], [0.82331, 1.98077, -0.67307], [1.71594, 2.99241, 0.04863], [2.60748, 2.25335, 1.03306], [3.40701, 1.13359, 0.39950], [4.46255, 0.76863, 0.88840], [2.89690, 0.56354, -0.71328], [3.65616, -0.49070, -1.35585], [2.89396, -1.81734, -1.49706], [2.07863, -2.18293, -0.28440], [2.60013, -2.06662, 0.99700], [1.83471, -2.40414, 2.09767], [0.54538, -2.87779, 1.93513], [0.02251, -3.01021, 0.66211], [0.78301, -2.65797, -0.43770], [1.70623, 0.97774, -1.41828], [-4.46767, 0.90457, 0.76383], [-5.14297, 0.06203, -0.01903], [-4.10192, -2.67434, -1.68058], [-5.67451, -2.57667, -0.87929], [-5.34081, -1.56708, -2.28829], [-2.21861, -1.29283, -0.13661], [-1.53145, 0.39244, 2.08143], [-2.56892, 1.84278, 2.25943], [-1.16013, 3.84052, 0.01810], [-2.01748, 2.75417, -1.09997], [-2.76388, 3.21366, 0.42925], [0.20027, 2.48660, -1.41429], [2.32916, 3.51717, -0.68893], [1.11337, 3.73470, 0.57686], [3.31504, 2.93067, 1.51416], [2.00351, 1.79256, 1.81871], [4.54829, -0.63037, -0.74294], [3.96945, -0.15196, -2.35271], [2.24031, -1.78234, -2.37254], [3.63564, -2.60024, -1.68290], [3.60206, -1.69320, 1.14174], [2.24805, -2.29183, 3.08949], [-0.05312, -3.13762, 2.79652], [-0.98317, -3.38511, 0.52663], [0.36280, -2.75366, -1.43170], [2.01410, 1.41997, -2.37933], [1.10980, 0.08459, -1.63048], [-6.12686, 0.20665, -0.18037]],
  "nbo_charge": [-0.648, 0.164, -0.371, 0.183, -0.271, -0.437, -0.416, 0.695, -0.639, -0.312, -0.390, -0.494, 0.701, -0.649, -0.439, -0.220, -0.434, -0.035, -0.204, -0.193, -0.214, -0.228, -0.162, -0.194, -0.299, -0.341, 0.234, 0.224, 0.222, 0.238, 0.258, 0.211, 0.200, 0.196, 0.228, 0.225, 0.209, 0.212, 0.237, 0.244, 0.250, 0.189, 0.200, 0.227, 0.225, 0.210, 0.208, 0.204, 0.191, 0.187, 0.213, 0.404],
  "smiles": "Cc1cc(CN(C)C(=O)[C@H]2CCC(=O)N(CCc3ccccc3)C2)n[nH]1",
  "e_above_lowest_kcal_mol": 28.5,
  "max_force_ev_per_a": 0.84,
  "lumo_ev": 0.59
}